P.
The following is a quantum chemistry calculation of a 10-piece molecular cluster, C71H133F4N11O9S4 overall, from the Open Molecules 2025 dataset.

Last column: Löwdin charge in e.
Atoms and positions in Å:
C1 0.57 -0.97 0.59  -0.08
C2 -0.29 -0.91 -0.74  -0.48
O1 -1.60 -1.36 -0.67  -0.35
H1 0.61 -1.97 1.03  0.04
H2 0.13 -0.39 1.39  0.02
H3 1.54 -0.48 0.47  0.05
H4 0.37 -1.49 -1.39  0.06
H5 -0.26 0.05 -1.25  0.05
C3 -4.60 -2.95 -1.45  0.05
N1 -4.68 -2.34 -2.86  -0.05
C4 -5.88 -2.40 -3.50  0.00
C5 -6.07 -1.64 -4.63  0.07
C6 -4.96 -0.85 -5.16  -0.03
C7 -3.77 -0.92 -4.41  0.04
C8 -3.67 -1.69 -3.31  -0.06
C9 -5.05 -0.24 -6.55  -0.07
C10 -6.15 -0.32 -7.40  0.06
C11 -6.25 0.48 -8.52  0.05
N2 -5.26 1.32 -8.84  -0.10
C12 -4.20 1.45 -8.07  0.01
C13 -4.04 0.70 -6.93  0.05
C14 -5.35 2.04 -10.07  0.04
H6 -5.58 -2.96 -0.97  0.09
H7 -3.87 -2.41 -0.84  0.07
H8 -4.28 -3.98 -1.61  0.10
H9 -6.73 -2.85 -3.01  0.15
H10 -7.08 -1.69 -5.01  0.13
H11 -2.91 -0.30 -4.62  0.09
H12 -2.78 -1.75 -2.70  0.12
H13 -6.88 -1.09 -7.17  0.13
H14 -7.09 0.54 -9.20  0.16
H15 -3.36 2.09 -8.28  0.15
H16 -3.12 0.77 -6.37  0.08
H17 -6.24 2.66 -10.09  0.13
H18 -5.16 1.25 -10.80  0.14
H19 -4.47 2.67 -10.22  0.12
C15 4.23 1.03 2.96  0.05
N3 4.33 0.62 4.39  -0.07
C16 4.54 -0.69 4.60  0.04
C17 5.03 -1.12 5.83  0.08
C18 5.15 -0.22 6.92  -0.10
C19 4.96 1.14 6.64  0.06
C20 4.50 1.54 5.36  0.01
C21 5.56 -0.67 8.31  -0.10
C22 6.48 -1.68 8.49  0.04
C23 7.01 -1.97 9.73  0.03
N4 6.65 -1.27 10.81  -0.05
C24 5.80 -0.16 10.71  0.07
C25 5.21 0.13 9.47  0.06
C26 7.14 -1.76 12.14  0.06
H20 5.24 1.12 2.58  0.14
H21 3.85 2.05 2.99  0.07
H22 3.49 0.44 2.42  0.09
H23 4.34 -1.39 3.81  0.14
H24 5.21 -2.17 6.04  0.13
H25 5.17 1.88 7.41  0.12
H26 4.45 2.59 5.09  0.11
H27 6.75 -2.26 7.63  0.14
H28 7.66 -2.82 9.84  0.17
H29 5.53 0.28 11.65  0.15
H30 4.55 0.98 9.44  0.12
H31 8.17 -1.46 12.32  0.12
H32 6.95 -2.83 12.20  0.12
H33 6.61 -1.32 12.98  0.11
C27 0.81 4.91 -6.80  -0.09
C28 1.16 4.51 -5.38  -0.23
C29 1.76 3.09 -5.39  -0.10
N5 2.08 2.47 -3.97  -0.19
C30 3.09 3.35 -3.24  -0.09
C31 3.48 2.71 -1.92  -0.17
C32 4.04 1.31 -2.14  -0.17
C33 3.11 0.43 -2.92  -0.18
C34 2.70 1.03 -4.26  -0.05
C35 0.67 2.28 -3.31  0.02
H34 0.36 4.14 -7.42  0.08
H35 1.69 5.27 -7.32  0.09
H36 0.15 5.78 -6.81  0.08
H37 0.23 4.56 -4.82  0.09
H38 1.80 5.25 -4.92  0.11
H39 2.65 3.07 -6.02  0.15
H40 1.13 2.26 -5.70  0.11
H41 3.94 3.52 -3.91  0.15
H42 2.54 4.25 -2.98  0.12
H43 4.22 3.32 -1.40  0.12
H44 2.56 2.70 -1.33  0.10
H45 5.05 1.45 -2.54  0.14
H46 4.14 0.80 -1.18  0.11
H47 3.63 -0.48 -3.24  0.13
H48 2.30 -0.02 -2.34  0.09
H49 3.52 1.12 -4.98  0.15
H50 1.97 0.35 -4.68  0.09
H51 -0.09 1.86 -3.97  0.08
H52 0.24 3.22 -2.95  0.08
H53 0.81 1.63 -2.45  0.07
C36 -7.14 0.81 -1.15  -0.06
C37 -5.66 0.87 -0.73  -0.22
C38 -5.09 2.33 -0.63  -0.05
N6 -3.53 2.37 -0.41  -0.20
C39 -2.83 1.93 -1.73  -0.07
C40 -3.06 2.96 -2.88  -0.15
C41 -2.70 4.40 -2.55  -0.17
C42 -3.33 4.72 -1.20  -0.16
C43 -3.04 3.75 -0.07  -0.13
C44 -2.99 1.44 0.72  0.03
H54 -7.31 -0.26 -1.26  0.07
H55 -7.41 1.39 -2.04  0.09
H56 -7.76 1.19 -0.34  0.09
H57 -5.02 0.27 -1.37  0.08
H58 -5.52 0.37 0.23  0.08
H59 -5.56 2.84 0.22  0.15
H60 -5.28 2.91 -1.53  0.11
H61 -3.10 0.89 -1.92  0.10
H62 -1.75 1.88 -1.64  0.11
H63 -4.13 2.90 -3.07  0.10
H64 -2.52 2.71 -3.80  0.11
H65 -3.00 5.16 -3.27  0.13
H66 -1.62 4.54 -2.49  0.10
H67 -4.41 4.82 -1.26  0.12
H68 -2.95 5.70 -0.93  0.13
H69 -3.55 4.12 0.82  0.14
H70 -1.97 3.69 0.12  0.12
H71 -3.38 0.43 0.58  0.07
H72 -3.35 1.84 1.67  0.10
H73 -1.90 1.50 0.76  0.09
C45 0.83 2.82 2.21  -0.06
C46 0.83 4.07 3.19  -0.19
C47 2.03 4.04 4.18  -0.15
N7 2.14 5.21 5.19  -0.22
C48 3.39 5.08 6.15  -0.06
C49 3.66 6.46 6.95  -0.13
C50 3.80 7.68 5.98  -0.16
C51 2.51 7.81 5.10  -0.14
C52 2.33 6.52 4.30  -0.09
C53 0.88 5.30 6.08  0.05
H74 0.90 1.83 2.65  0.07
H75 1.69 2.89 1.55  0.07
H76 -0.05 2.88 1.57  0.05
H77 -0.13 4.10 3.72  0.10
H78 0.89 5.02 2.66  0.10
H79 2.89 4.05 3.51  0.12
H80 1.95 3.15 4.80  0.12
H81 4.25 4.84 5.52  0.12
H82 3.15 4.28 6.86  0.12
H83 4.59 6.37 7.50  0.12
H84 2.87 6.78 7.63  0.11
H85 4.81 7.55 5.58  0.12
H86 3.94 8.58 6.57  0.12
H87 2.45 8.62 4.37  0.13
H88 1.62 7.99 5.70  0.12
H89 3.29 6.40 3.78  0.14
H90 1.42 6.63 3.72  0.12
H91 0.09 5.70 5.44  0.11
H92 0.99 5.84 7.02  0.11
H93 0.65 4.25 6.30  0.10
C54 -2.82 -6.14 -4.03  -0.06
C55 -1.70 -5.23 -3.42  -0.22
C56 -0.53 -6.11 -2.92  -0.08
N8 0.46 -5.37 -1.96  -0.21
C57 1.12 -4.16 -2.67  -0.09
C58 2.04 -4.64 -3.81  -0.11
C59 3.06 -5.81 -3.39  -0.11
C60 2.34 -6.97 -2.60  -0.15
C61 1.58 -6.38 -1.46  -0.09
C62 -0.16 -4.91 -0.68  -0.01
H94 -3.09 -7.00 -3.40  0.07
H95 -2.39 -6.56 -4.93  0.09
H96 -3.79 -5.69 -4.26  0.06
H97 -1.99 -4.43 -2.75  0.08
H98 -1.26 -4.65 -4.23  0.07
H99 0.07 -6.47 -3.76  0.12
H100 -0.97 -6.94 -2.36  0.14
H101 0.29 -3.55 -3.03  0.10
H102 1.69 -3.62 -1.91  0.10
H103 1.37 -5.06 -4.56  0.11
H104 2.48 -3.69 -4.13  0.11
H105 3.67 -6.28 -4.16  0.12
H106 3.77 -5.27 -2.77  0.11
H107 1.86 -7.53 -3.41  0.12
H108 3.05 -7.71 -2.22  0.13
H109 1.14 -7.11 -0.78  0.13
H110 2.19 -5.80 -0.77  0.12
H111 -1.12 -4.46 -0.94  0.07
H112 0.45 -4.11 -0.24  0.09
H113 -0.46 -5.85 -0.22  0.11
C63 0.85 -4.33 3.87  -0.08
C64 -0.20 -3.24 3.67  -0.22
C65 -1.47 -3.84 2.95  -0.06
N9 -2.83 -3.03 3.20  -0.20
C66 -3.96 -3.83 2.56  -0.11
C67 -5.38 -3.20 2.62  -0.14
C68 -5.41 -1.72 2.22  -0.19
C69 -4.32 -0.96 3.01  -0.13
C70 -2.90 -1.59 2.67  -0.08
C71 -2.90 -3.12 4.80  0.06
H114 1.35 -4.45 2.91  0.07
H115 0.48 -5.30 4.20  0.09
H116 1.59 -4.07 4.63  0.08
H117 0.25 -2.35 3.22  0.09
H118 -0.38 -2.89 4.69  0.08
H119 -1.72 -4.86 3.22  0.13
H120 -1.33 -3.82 1.87  0.11
H121 -3.64 -4.03 1.53  0.12
H122 -4.11 -4.82 3.00  0.14
H123 -5.94 -3.60 1.77  0.12
H124 -5.80 -3.50 3.58  0.13
H125 -5.33 -1.63 1.13  0.08
H126 -6.37 -1.25 2.46  0.13
H127 -4.44 0.04 2.62  0.08
H128 -4.43 -1.05 4.09  0.11
H129 -2.73 -1.69 1.60  0.09
H130 -2.03 -1.07 3.07  0.12
H131 -3.91 -2.86 5.15  0.10
H132 -2.13 -2.59 5.36  0.09
H133 -2.84 -4.19 4.95  0.11
N10 -0.85 -0.02 -5.80  -0.27
S1 -0.58 -0.29 -7.26  0.41
O2 -1.47 -1.24 -7.90  -0.26
O3 0.81 -0.23 -7.70  -0.26
F1 -1.18 1.12 -7.84  -0.22
S2 -0.07 -1.49 -5.30  0.60
O4 1.26 -1.97 -5.73  -0.24
O5 -1.00 -2.61 -5.10  -0.29
F2 0.26 -0.97 -3.84  -0.20
N11 5.51 -3.37 0.12  -0.24
S3 6.29 -2.24 -0.71  0.50
O6 6.42 -0.94 0.00  -0.35
O7 6.11 -2.18 -2.14  -0.28
F3 7.74 -2.91 -0.52  -0.17
S4 4.09 -2.47 0.15  0.55
O8 3.48 -2.09 -1.10  -0.30
O9 4.01 -1.57 1.32  -0.36
F4 3.10 -3.70 0.57  -0.23

Calculated values
Net charge = +6
Multiplicity = 1
LUMO = -12.64 eV
Orbital gap = 4.643 eV



Q.
The following is a quantum chemistry calculation of a 10-piece molecular cluster, C71H133F4N11O9S4 overall, from the Open Molecules 2025 dataset.

Last column: Löwdin charge in e.
Atoms and positions in Å:
C1 0.27 -0.35 -0.34  -0.11
C2 0.29 0.37 -1.68  -0.50
O1 -0.38 1.58 -1.77  -0.36
H1 0.65 0.19 0.53  0.05
H2 0.89 -1.24 -0.48  0.06
H3 -0.72 -0.72 -0.09  0.03
H4 0.02 -0.29 -2.50  0.06
H5 1.33 0.63 -1.89  0.06
C3 -2.08 4.07 -3.80  0.05
N1 -1.82 5.06 -2.71  -0.08
C4 -2.52 6.23 -2.64  0.01
C5 -2.05 7.30 -1.87  0.05
C6 -0.87 7.14 -1.12  -0.06
C7 -0.17 5.86 -1.18  0.06
C8 -0.68 4.86 -1.99  0.00
C9 -0.31 8.25 -0.19  -0.08
C10 0.44 7.96 0.97  0.02
C11 1.00 8.99 1.72  0.08
N2 0.57 10.31 1.44  -0.08
C12 -0.07 10.67 0.33  0.04
C13 -0.46 9.60 -0.49  0.05
C14 0.84 11.36 2.38  0.02
H6 -1.88 4.57 -4.75  0.10
H7 -3.16 4.00 -3.63  0.09
H8 -1.50 3.17 -3.63  0.08
H9 -3.35 6.21 -3.32  0.15
H10 -2.56 8.25 -1.89  0.13
H11 0.77 5.68 -0.69  0.08
H12 -0.21 3.90 -2.13  0.10
H13 0.59 6.94 1.30  0.09
H14 1.45 8.82 2.69  0.15
H15 -0.38 11.69 0.14  0.17
H16 -0.98 9.95 -1.37  0.13
H17 1.71 11.09 2.98  0.11
H18 -0.03 11.32 3.04  0.13
H19 1.09 12.34 1.98  0.13
C15 1.82 -4.69 0.75  0.03
N3 1.32 -5.96 0.30  -0.10
C16 1.24 -6.22 -0.99  0.02
C17 1.05 -7.54 -1.41  0.06
C18 0.74 -8.58 -0.56  -0.11
C19 0.77 -8.25 0.82  0.11
C20 1.10 -6.90 1.25  0.05
C21 0.38 -9.96 -0.99  -0.09
C22 0.79 -10.55 -2.21  0.05
C23 0.44 -11.81 -2.55  0.01
N4 -0.32 -12.61 -1.79  -0.07
C24 -0.84 -12.09 -0.68  0.03
C25 -0.43 -10.84 -0.27  0.04
C26 -0.73 -13.96 -2.20  0.08
H20 1.21 -3.93 0.26  0.11
H21 2.88 -4.68 0.52  0.13
H22 1.67 -4.53 1.82  0.08
H23 1.57 -5.47 -1.69  0.15
H24 1.08 -7.66 -2.48  0.14
H25 0.63 -9.07 1.51  0.13
H26 1.27 -6.66 2.29  0.13
H27 1.50 -9.96 -2.77  0.14
H28 0.87 -12.22 -3.45  0.17
H29 -1.47 -12.70 -0.04  0.16
H30 -0.89 -10.54 0.66  0.13
H31 -1.18 -13.75 -3.17  0.13
H32 -1.36 -14.38 -1.41  0.12
H33 0.18 -14.57 -2.19  0.13
C27 3.44 4.74 5.87  -0.06
C28 4.13 4.07 4.67  -0.20
C29 3.36 2.97 3.91  -0.12
N5 4.25 1.94 3.10  -0.17
C30 3.23 1.23 2.22  -0.13
C31 3.86 -0.05 1.60  -0.17
C32 4.40 -1.05 2.63  -0.16
C33 5.39 -0.28 3.55  -0.16
C34 4.86 0.97 4.22  -0.05
C35 5.28 2.62 2.11  0.08
H34 3.40 4.10 6.75  0.08
H35 2.42 5.02 5.62  0.06
H36 3.98 5.67 6.09  0.09
H37 5.07 3.62 4.99  0.11
H38 4.33 4.80 3.88  0.09
H39 2.69 3.35 3.14  0.09
H40 2.72 2.34 4.51  0.11
H41 2.38 0.88 2.81  0.11
H42 2.72 1.93 1.56  0.10
H43 3.08 -0.48 0.97  0.09
H44 4.59 0.17 0.82  0.11
H45 3.61 -1.57 3.16  0.10
H46 4.88 -1.79 1.99  0.12
H47 5.72 -1.07 4.23  0.12
H48 6.38 -0.04 3.14  0.12
H49 4.13 0.66 4.97  0.13
H50 5.60 1.53 4.79  0.13
H51 6.05 3.10 2.70  0.12
H52 4.70 3.32 1.51  0.05
H53 5.64 1.89 1.38  0.10
C36 -4.68 4.39 -0.27  -0.08
C37 -3.30 4.15 0.30  -0.25
C38 -3.38 3.58 1.68  -0.07
N6 -2.27 2.49 1.97  -0.18
C39 -0.78 2.99 1.62  -0.03
C40 -0.35 4.11 2.68  -0.15
C41 -0.41 3.48 4.04  -0.21
C42 -1.78 3.09 4.48  -0.16
C43 -2.35 2.08 3.51  -0.07
C44 -2.41 1.20 1.23  -0.03
H54 -5.27 3.47 -0.30  0.08
H55 -4.52 4.70 -1.30  0.06
H56 -5.27 5.19 0.19  0.10
H57 -2.86 5.14 0.27  0.10
H58 -2.78 3.49 -0.40  0.10
H59 -4.36 3.09 1.78  0.14
H60 -3.27 4.30 2.49  0.13
H61 -0.63 3.34 0.60  0.10
H62 -0.11 2.14 1.65  0.11
H63 -0.77 5.10 2.54  0.11
H64 0.67 4.35 2.36  0.07
H65 0.12 4.15 4.71  0.12
H66 0.21 2.58 3.97  0.10
H67 -2.43 3.95 4.68  0.13
H68 -1.71 2.60 5.45  0.13
H69 -3.39 1.79 3.67  0.14
H70 -1.79 1.15 3.56  0.12
H71 -3.43 0.82 1.33  0.10
H72 -1.73 0.40 1.54  0.08
H73 -2.31 1.40 0.16  0.08
C45 0.19 -1.87 2.98  -0.10
C46 -0.47 -2.61 4.10  -0.22
C47 -0.83 -4.07 3.72  -0.09
N7 -1.31 -4.97 4.89  -0.20
C48 -1.31 -6.48 4.40  -0.05
C49 -1.79 -7.47 5.55  -0.13
C50 -0.95 -7.35 6.86  -0.15
C51 -1.08 -5.89 7.27  -0.18
C52 -0.56 -4.84 6.25  -0.07
C53 -2.81 -4.54 5.26  0.06
H74 0.39 -0.83 3.24  0.07
H75 -0.56 -1.91 2.19  0.05
H76 1.13 -2.34 2.70  0.06
H77 -1.40 -2.08 4.33  0.11
H78 0.10 -2.44 5.01  0.11
H79 0.11 -4.57 3.48  0.10
H80 -1.58 -4.15 2.92  0.09
H81 -0.33 -6.77 4.02  0.11
H82 -2.05 -6.41 3.60  0.09
H83 -1.81 -8.49 5.18  0.12
H84 -2.86 -7.29 5.64  0.11
H85 0.10 -7.64 6.83  0.12
H86 -1.40 -7.92 7.66  0.13
H87 -0.50 -5.79 8.18  0.13
H88 -2.08 -5.70 7.68  0.12
H89 0.50 -5.07 6.10  0.13
H90 -0.63 -3.78 6.53  0.12
H91 -3.07 -3.50 5.45  0.11
H92 -3.19 -5.20 6.04  0.09
H93 -3.35 -4.84 4.36  0.08
C54 0.24 4.49 -6.97  -0.08
C55 1.06 3.63 -6.02  -0.23
C56 1.99 2.52 -6.70  -0.02
N8 2.51 1.39 -5.65  -0.19
C57 2.84 1.91 -4.24  -0.12
C58 4.11 2.75 -4.09  -0.17
C59 5.33 2.11 -4.77  -0.16
C60 5.03 1.71 -6.26  -0.12
C61 3.86 0.72 -6.19  -0.09
C62 1.53 0.19 -5.49  0.00
H94 -0.39 5.16 -6.38  0.06
H95 -0.34 3.86 -7.64  0.09
H96 1.00 5.07 -7.51  0.09
H97 0.35 3.05 -5.43  0.08
H98 1.74 4.20 -5.38  0.11
H99 2.89 2.96 -7.13  0.11
H100 1.50 1.97 -7.50  0.13
H101 1.90 2.34 -3.90  0.11
H102 2.98 1.01 -3.64  0.12
H103 4.04 3.81 -4.33  0.12
H104 4.31 2.70 -3.02  0.09
H105 6.10 2.88 -4.76  0.12
H106 5.72 1.35 -4.08  0.12
H107 4.76 2.65 -6.75  0.11
H108 5.91 1.33 -6.78  0.13
H109 3.62 0.40 -7.20  0.13
H110 4.02 -0.18 -5.60  0.13
H111 0.58 0.56 -5.12  0.08
H112 1.81 -0.52 -4.71  0.09
H113 1.41 -0.32 -6.45  0.11
C63 -0.38 -3.21 -4.09  -0.10
C64 -1.66 -2.72 -3.50  -0.24
C65 -2.35 -1.65 -4.38  -0.07
N9 -3.73 -1.13 -3.81  -0.20
C66 -4.33 -0.10 -4.75  -0.12
C67 -5.65 0.51 -4.28  -0.14
C68 -5.54 1.14 -2.90  -0.20
C69 -4.95 0.20 -1.93  -0.17
C70 -3.60 -0.34 -2.46  -0.07
C71 -4.77 -2.31 -3.71  0.06
H114 0.20 -2.32 -4.31  0.05
H115 -0.41 -3.78 -5.02  0.09
H116 0.27 -3.80 -3.43  0.06
H117 -1.52 -2.43 -2.46  0.10
H118 -2.29 -3.60 -3.50  0.11
H119 -2.56 -2.19 -5.30  0.14
H120 -1.80 -0.74 -4.62  0.12
H121 -3.49 0.58 -4.89  0.12
H122 -4.40 -0.58 -5.72  0.14
H123 -5.90 1.32 -4.97  0.13
H124 -6.44 -0.23 -4.40  0.13
H125 -4.98 2.08 -2.93  0.10
H126 -6.54 1.47 -2.60  0.13
H127 -4.77 0.79 -1.03  0.11
H128 -5.58 -0.65 -1.65  0.12
H129 -2.91 0.50 -2.56  0.12
H130 -3.21 -1.09 -1.78  0.10
H131 -4.37 -3.03 -3.00  0.09
H132 -5.06 -2.79 -4.64  0.12
H133 -5.69 -1.92 -3.27  0.09
N10 2.62 4.73 0.65  -0.27
S1 3.50 5.95 0.87  0.42
O2 3.28 7.05 0.01  -0.23
O3 4.78 5.77 1.55  -0.25
F1 2.62 6.38 2.16  -0.23
S2 3.33 4.35 -0.82  0.57
O4 4.75 4.14 -0.91  -0.24
O5 2.61 4.86 -2.02  -0.29
F2 2.83 2.82 -0.81  -0.21
N11 -3.90 -4.22 1.85  -0.26
S3 -3.45 -5.40 1.02  0.41
O6 -2.02 -5.59 1.04  -0.34
O7 -4.20 -5.73 -0.20  -0.26
F3 -3.89 -6.58 1.96  -0.16
S4 -3.41 -3.03 0.82  0.63
O8 -4.37 -2.77 -0.28  -0.29
O9 -1.97 -2.88 0.54  -0.33
F4 -3.71 -1.76 1.88  -0.23

Calculated values
Net charge = +6
Multiplicity = 1
LUMO = -12.38 eV
Orbital gap = 4.535 eV



Least stable of them? P.



P.
The following is a quantum chemistry calculation of an isolated ion of composition C4H7ClN and charge +1, from the Open Molecules 2025 dataset.

Last column: Löwdin charge in e.
Atoms and positions in Å:
C1 -0.79 1.25 -0.17  -0.14
C2 -1.70 0.35 -0.08  -0.59
C3 0.71 0.94 -0.13  -0.09
C4 0.14 -1.49 -0.40  0.12
N1 0.88 -0.44 0.43  -0.01
Cl1 -3.13 -0.29 0.07  0.88
H1 -0.94 2.28 -0.22  0.10
H2 1.13 0.96 -1.06  0.10
H3 1.05 1.76 0.67  0.19
H4 -0.26 -2.24 0.24  0.06
H5 0.47 -1.76 -1.33  0.05
H6 1.81 -0.75 0.56  0.15
H7 0.63 -0.57 1.41  0.18

Calculated values
Net charge = +1
Multiplicity = 1
LUMO (spin up / spin down) = -4.88 / -4.52 eV
Orbital gap (spin up / spin down) = 7.731 / 9.151 eV



Q.
The following is a quantum chemistry calculation of an isolated ion of composition C4H7ClN and charge +1, from the Open Molecules 2025 dataset.

Last column: Löwdin charge in e.
Atoms and positions in Å:
C1 1.01 0.83 0.59  0.01
C2 -1.21 -0.07 -0.01  -0.06
C3 0.97 -0.54 0.08  -0.01
C4 -0.37 -0.58 -1.20  -0.51
N1 -0.06 -0.08 0.99  0.03
Cl1 -0.08 0.50 -2.53  0.70
H1 1.66 1.03 1.32  0.10
H2 0.79 1.80 0.20  0.14
H3 -1.59 0.86 -0.20  0.10
H4 -2.08 -0.56 0.28  0.12
H5 1.63 -1.35 0.08  0.14
H6 -0.36 -1.58 -1.50  0.07
H7 -0.32 -0.25 1.91  0.17

Calculated values
Net charge = +1
Multiplicity = 1
LUMO = -3.34 eV
SMILES = Cl[C@@H]1C[N@@H+]2C[C@H]12
Orbital gap = 11.473 eV



Least stable of them? P.